{
  "formula": "C49H55BrN3O8SeSn",
  "method": "ωB97M-V/def2-TZVPD",
  "max_force_ev_per_a": 1.9,
  "e_homo_ev": [-10.403, -10.358],
  "lumo_energy_ev": [-4.46, -5.51],
  "mol_weight_g_mol": 1091.57,
  "e_above_lowest_kcal_mol": 0.0,
  "total_charge": 1,
  "multiplicity": 1,
  "e_tot_ha": -7855.9054,
  "species": ["Sn", "C", "C", "C", "C", "C", "C", "C", "Se", "C", "C", "C", "C", "C", "C", "O", "C", "C", "C", "C", "C", "C", "C", "C", "C", "O", "C", "C", "C", "C", "C", "C", "H", "H", "H", "H", "H", "H", "H", "H", "H", "H", "H", "H", "H", "H", "H", "H", "H", "H", "H", "H", "H", "H", "H", "H", "H", "H", "H", "H", "H", "H", "H", "H", "H", "H", "H", "H", "H", "H", "H", "H", "C", "O", "C", "C", "C", "Br", "C", "C", "C", "O", "C", "N", "C", "C", "C", "C", "C", "C", "N", "H", "H", "H", "H", "H", "H", "H", "H", "H", "H", "H", "O", "C", "O", "C", "C", "C", "C", "C", "C", "N", "O", "O", "H", "H", "H", "H"],
  "xyz": [[0.593, -0.036, -0.009], [-4.328, 6.959, 1.118], [-3.469, 6.466, -0.062], [-2.452, 7.556, -0.452], [-4.385, 6.198, -1.257], [-2.707, 5.236, 0.374], [-2.888, 3.994, -0.233], [-2.174, 2.902, 0.198], [-2.458, 1.195, -0.523], [-2.926, 0.487, 1.184], [-4.138, 0.876, 1.749], [-4.504, 0.387, 2.985], [-3.575, -0.447, 3.655], [-2.344, -0.812, 3.163], [-2.018, -0.399, 1.825], [-0.975, -0.853, 1.213], [-1.381, -1.681, 3.977], [0.039, -1.095, 3.974], [-1.362, -3.099, 3.372], [-1.821, -1.780, 5.439], [-5.830, 0.724, 3.651], [-6.692, 1.632, 2.774], [-6.608, -0.573, 3.929], [-5.557, 1.447, 4.980], [-1.126, 3.038, 1.250], [-0.347, 2.132, 1.488], [-1.029, 4.340, 1.944], [-1.796, 5.354, 1.477], [-0.089, 4.486, 3.135], [-0.442, 3.428, 4.201], [1.368, 4.306, 2.669], [-0.213, 5.867, 3.785], [-4.882, 7.848, 0.812], [-3.723, 7.226, 1.987], [-5.049, 6.196, 1.422], [-2.990, 8.445, -0.786], [-1.810, 7.218, -1.270], [-1.815, 7.846, 0.386], [-4.885, 7.125, -1.539], [-5.160, 5.466, -1.020], [-3.824, 5.848, -2.128], [-3.615, 3.868, -1.024], [-4.792, 1.534, 1.191], [-3.851, -0.796, 4.641], [0.509, -1.174, 3.004], [0.655, -1.640, 4.695], [0.023, -0.043, 4.283], [-1.024, -3.071, 2.334], [-2.358, -3.547, 3.405], [-0.677, -3.740, 3.938], [-1.955, -0.792, 5.888], [-1.050, -2.305, 6.006], [-2.747, -2.350, 5.555], [-6.930, 1.161, 1.816], [-6.202, 2.592, 2.582], [-7.635, 1.839, 3.283], [-6.813, -1.110, 2.999], [-7.563, -0.339, 4.407], [-6.060, -1.243, 4.594], [-4.998, 2.372, 4.812], [-4.986, 0.824, 5.673], [-6.504, 1.702, 5.462], [-1.727, 6.318, 1.957], [-0.285, 2.416, 3.831], [-1.484, 3.531, 4.518], [0.191, 3.576, 5.077], [1.541, 3.317, 2.250], [2.033, 4.439, 3.525], [1.630, 5.058, 1.920], [-1.231, 6.065, 4.130], [0.094, 6.666, 3.106], [0.443, 5.908, 4.655], [0.134, -3.500, -0.703], [0.145, -2.225, -1.374], [0.167, -2.278, -2.745], [0.396, -3.424, -3.478], [0.337, -3.359, -4.867], [0.659, -4.931, -5.867], [0.034, -2.191, -5.522], [-0.202, -1.025, -4.784], [-0.106, -1.070, -3.399], [-0.284, 0.004, -2.607], [-0.574, 0.242, -5.402], [-0.872, 1.318, -4.706], [-1.190, 2.302, -5.628], [-1.571, 3.630, -5.441], [-1.829, 4.387, -6.568], [-1.712, 3.847, -7.857], [-1.333, 2.534, -8.059], [-1.076, 1.777, -6.921], [-0.683, 0.463, -6.741], [1.095, -4.005, -0.820], [-0.667, -4.121, -1.104], [-0.041, -3.296, 0.347], [0.615, -4.367, -2.999], [-0.026, -2.192, -6.602], [-0.585, 0.770, -3.178], [-1.654, 4.046, -4.444], [-2.125, 5.424, -6.460], [-1.922, 4.476, -8.713], [-1.241, 2.119, -9.056], [-0.509, -0.208, -7.468], [1.525, -1.632, 1.051], [2.764, -1.669, 0.618], [3.156, -0.962, -0.321], [3.648, -2.630, 1.336], [4.965, -2.808, 0.926], [5.788, -3.701, 1.595], [5.301, -4.418, 2.678], [3.988, -4.219, 3.070], [3.150, -3.339, 2.419], [3.460, -4.966, 4.226], [4.191, -5.774, 4.755], [2.334, -4.702, 4.601], [5.328, -2.236, 0.080], [6.812, -3.840, 1.276], [5.918, -5.120, 3.219], [2.132, -3.203, 2.755]],
  "forces_ev_per_a": [[0.5603, 0.3777, -0.5220], [0.0038, 0.0496, -0.0545], [-0.0006, 0.1402, 0.0460], [-0.0708, 0.0163, -0.0075], [0.0278, 0.0220, 0.0160], [0.3175, 0.2118, 0.3999], [0.1229, -0.3444, 0.1137], [0.4601, 0.8035, 0.6444], [-0.0642, -0.3478, -0.3162], [-1.1380, 0.6471, -0.4210], [0.9377, 0.0108, -0.9906], [-0.1546, -0.2510, 0.7111], [0.3756, -0.1253, 0.2729], [-0.2076, -0.4136, 0.7771], [1.0393, -0.6782, -0.6024], [-1.6071, 0.2202, 1.0422], [-0.0401, -0.1077, 0.0315], [-0.0580, 0.2240, 0.1538], [0.1030, 0.0232, -0.0739], [-0.1192, -0.1036, 0.0535], [-0.0783, 0.0257, -0.0288], [-0.0109, 0.0396, -0.0544], [0.0523, -0.1294, -0.0491], [0.1557, 0.0223, 0.0490], [-1.0188, 1.3907, -0.6572], [0.6670, -1.3967, 0.3555], [-0.0126, -0.4185, -0.0114], [-0.4715, 0.1247, -0.4944], [0.0161, -0.0936, -0.0316], [0.0229, 0.0248, -0.0669], [0.0008, 0.0126, 0.0726], [-0.0339, -0.0093, -0.0453], [-0.0039, -0.0125, 0.0269], [-0.0321, -0.0230, -0.0598], [0.0259, 0.0253, -0.0136], [0.0282, 0.0088, -0.0007], [-0.0300, 0.0158, 0.0384], [-0.0408, -0.0299, -0.0555], [0.0019, -0.0089, -0.0014], [0.0222, 0.0121, -0.0163], [-0.0298, 0.0097, 0.0340], [-0.0012, 0.0140, 0.0068], [0.1048, -0.0445, -0.0009], [0.0297, 0.0180, -0.0549], [0.0892, 0.0065, -0.0988], [-0.0638, 0.0093, -0.0607], [0.0304, -0.0815, -0.0200], [-0.0294, -0.0282, 0.1208], [0.0341, -0.0054, 0.0020], [-0.0808, 0.1167, -0.0440], [0.0340, -0.0508, 0.0007], [-0.0601, 0.0244, -0.0478], [0.0225, 0.0588, 0.0090], [-0.0039, 0.0371, 0.0465], [-0.0453, -0.0556, 0.0057], [0.0590, -0.0131, -0.0231], [-0.0078, 0.0239, 0.0661], [0.0931, 0.0247, -0.0516], [-0.0238, 0.0312, -0.0324], [-0.0386, -0.0469, 0.0310], [-0.0414, 0.0510, -0.0302], [0.0518, -0.0305, -0.0571], [-0.0089, 0.0441, -0.0126], [-0.0105, 0.0398, 0.0057], [0.0193, 0.0073, -0.0014], [-0.0025, -0.0088, -0.0051], [-0.0077, 0.0391, 0.0144], [0.0010, 0.0009, -0.0309], [-0.0174, -0.0280, 0.0266], [0.0425, 0.0032, -0.0203], [-0.0315, -0.0235, 0.0304], [0.0063, -0.0031, -0.0127], [-0.0013, 0.0525, 0.0109], [0.0065, -0.1669, 0.0943], [-0.0849, -0.0239, -0.2347], [0.0323, -0.0540, 0.1020], [0.0083, -0.0456, -0.1028], [-0.0016, 0.0213, 0.0257], [-0.0369, 0.0366, -0.0460], [0.0801, -0.1296, -0.0613], [0.0320, -0.0273, 0.3292], [-0.0913, -0.1123, 0.1434], [-0.1242, 0.2630, -0.1573], [0.0050, 0.0810, 0.0283], [0.0110, -0.0233, -0.0779], [-0.0042, 0.0059, -0.0213], [-0.0024, 0.0413, 0.1107], [0.0129, -0.0621, -0.0393], [0.0042, -0.0241, -0.0631], [-0.0249, 0.0723, 0.1414], [0.0554, -0.1544, -0.0856], [-0.0199, 0.0576, 0.0111], [-0.0048, 0.0391, -0.0392], [0.0326, 0.0509, -0.0328], [-0.0043, 0.0438, -0.0292], [-0.0036, 0.0129, 0.0322], [0.0718, 0.1087, -0.2130], [-0.0027, -0.0104, -0.0435], [0.0194, -0.0701, 0.0041], [0.0108, -0.0309, 0.0274], [-0.0062, 0.0301, 0.0630], [0.0089, 0.0127, 0.0119], [0.6365, 0.1032, -0.1661], [-0.2545, 0.2940, -0.3211], [-0.3054, -0.5066, 0.5982], [0.0717, 0.0783, -0.0755], [0.0370, 0.0481, -0.0929], [0.0230, 0.0040, -0.0047], [0.0032, -0.0766, 0.0680], [0.0531, 0.0023, -0.1381], [-0.0947, -0.0323, 0.1005], [0.0966, 0.1128, 0.2551], [0.0134, -0.0617, -0.0817], [-0.0983, -0.0172, -0.0962], [-0.0302, -0.0421, 0.0679], [-0.0250, -0.0016, 0.0118], [-0.0065, 0.0106, -0.0099], [0.0407, -0.0049, -0.0291]],
  "lowdin_charge": [1.565, -0.029, -0.556, -0.029, -0.058, -0.117, -0.050, -0.388, 1.191, -0.353, -0.024, -0.109, 0.059, -0.040, -0.306, -0.193, -0.514, -0.020, -0.010, -0.055, -0.550, -0.058, -0.029, -0.029, -0.355, -0.070, -0.055, 0.042, -0.531, -0.029, -0.026, -0.060, 0.093, 0.082, 0.091, 0.092, 0.095, 0.082, 0.092, 0.089, 0.088, 0.101, 0.109, 0.103, 0.046, 0.095, 0.091, 0.065, 0.094, 0.096, 0.096, 0.094, 0.088, 0.093, 0.088, 0.094, 0.096, 0.095, 0.084, 0.093, 0.084, 0.095, 0.098, 0.061, 0.091, 0.092, 0.074, 0.092, 0.095, 0.092, 0.090, 0.091, -0.026, -0.173, -0.187, -0.044, -0.674, 0.776, -0.070, -0.060, -0.190, -0.105, -0.229, 0.151, -0.200, -0.013, -0.086, -0.082, -0.011, -0.177, 0.182, 0.112, 0.113, 0.068, 0.106, 0.104, 0.066, 0.106, 0.104, 0.107, 0.114, 0.160, -0.258, -0.584, -0.011, -0.115, 0.010, -0.037, 0.017, -0.125, 0.067, -0.350, 0.094, 0.068, 0.127, 0.115, 0.125, 0.118]
}